(A)
24
Properties=species:S:1:pos:R:3:nbo_charge:R:1 method="wB97M-V/def2-TZVPD" smiles=O.O.O.O.O.O.O.O
O -13.097 28.145 10.551 -0.991
H -13.362 27.537 11.272 0.478
H -12.805 27.496 9.891 0.483
O -13.752 26.654 12.844 -0.957
H -13.540 25.906 12.258 0.485
H -13.036 26.646 13.488 0.497
O -15.731 25.988 11.085 -0.963
H -15.482 26.505 11.839 0.490
H -16.481 25.465 11.381 0.482
O -11.902 26.654 8.722 -0.984
H -12.354 26.012 8.195 0.500
H -11.890 27.508 8.281 0.510
O -10.510 28.365 11.501 -0.949
H -10.208 27.459 11.581 0.439
H -11.419 28.250 11.225 0.480
O -9.217 26.631 9.433 -0.937
H -10.089 26.817 9.107 0.481
H -9.384 26.312 10.314 0.442
O -15.787 27.581 8.680 -0.973
H -15.135 28.258 8.866 0.473
H -15.893 27.071 9.488 0.488
O -11.755 29.052 7.389 -0.941
H -11.465 29.511 8.183 0.481
H -11.093 29.489 6.839 0.485



(B)
24
Properties=species:S:1:pos:R:3:nbo_charge:R:1 method="wB97M-V/def2-TZVPD" smiles=O.O.O.O.O.O.O.O
O 0.150 0.241 -0.185 -0.972
H -0.778 0.005 0.000 0.489
H 0.281 1.095 -0.684 0.483
O 1.697 4.177 -1.213 -0.962
H 1.217 5.011 -1.342 0.480
H 1.318 3.576 -0.486 0.482
O 3.408 0.861 -0.288 -0.950
H 3.994 1.459 0.293 0.472
H 2.533 0.876 0.117 0.477
O -4.437 -0.624 0.311 -0.929
H -5.130 -1.010 0.892 0.469
H -3.771 -0.265 0.788 0.460
O 0.881 -2.794 -0.893 -0.954
H 1.469 -3.072 -0.114 0.476
H 1.062 -3.247 -1.704 0.475
O -1.765 1.888 2.375 -0.942
H -1.769 0.960 2.606 0.468
H -2.543 2.305 2.854 0.474
O -2.754 -0.762 -1.912 -0.957
H -2.362 -1.557 -1.589 0.477
H -2.868 -0.772 -2.931 0.480
O 3.413 -2.515 1.367 -0.921
H 3.580 -3.437 1.368 0.457
H 3.171 -2.400 0.371 0.467



(C)
24
Properties=species:S:1:pos:R:3:nbo_charge:R:1 method="wB97M-V/def2-TZVPD" smiles=O.O.O.O.O.O.O.O
O 0.090 0.361 -0.900 -0.947
H 0.475 -0.515 -1.235 0.461
H -0.674 0.168 -0.376 0.469
O 3.161 -3.543 -0.582 -0.963
H 3.348 -4.350 -0.096 0.481
H 3.987 -3.019 -0.756 0.483
O 0.337 -2.432 -1.983 -0.898
H -0.297 -2.122 -1.435 0.449
H 1.116 -2.138 -1.486 0.464
O -2.920 -3.161 1.104 -0.933
H -2.582 -4.049 0.755 0.468
H -3.770 -3.430 1.413 0.465
O -0.758 5.437 -0.493 -0.934
H -1.648 5.569 -0.160 0.471
H -0.656 4.605 -0.775 0.462
O 1.970 0.306 3.028 -0.951
H 2.450 -0.603 3.087 0.478
H 2.360 0.912 3.679 0.473
O 4.009 2.651 -0.370 -0.938
H 3.222 2.871 -0.884 0.470
H 3.701 2.699 0.533 0.468
O -5.834 0.735 0.028 -0.922
H -6.372 0.006 -0.237 0.459
H -5.105 0.565 -0.679 0.462



(D)
24
Properties=species:S:1:pos:R:3:nbo_charge:R:1 method="wB97M-V/def2-TZVPD" smiles=O.O.O.O.O.O.O.O
O -30.415 8.984 -5.559 -0.956
H -30.400 9.831 -5.074 0.497
H -31.086 8.491 -5.125 0.488
O -27.076 7.903 -6.627 -0.954
H -26.756 7.027 -6.407 0.451
H -27.873 7.808 -7.148 0.474
O -29.275 5.950 -8.897 -0.955
H -29.595 5.145 -8.595 0.482
H -28.320 5.960 -8.911 0.512
O -28.227 7.725 -3.889 -0.953
H -28.119 6.813 -4.130 0.464
H -28.868 8.161 -4.466 0.481
O -30.320 5.362 -11.279 -0.960
H -30.555 4.436 -11.325 0.459
H -30.299 5.636 -10.301 0.479
O -28.542 11.733 -7.758 -0.932
H -29.225 11.198 -7.369 0.466
H -28.506 12.542 -7.212 0.467
O -29.315 8.392 -7.986 -0.991
H -29.657 8.434 -7.072 0.502
H -29.685 7.620 -8.364 0.493
O -27.522 8.923 -9.915 -0.970
H -27.295 9.865 -9.930 0.476
H -28.261 8.796 -9.360 0.480



Which structure above is the least stable one? (B) is the least stable one.